A 2-piece molecular cluster, C3H12N4O overall in a non-equilibrium geometry, computed with wB97M-V/def2-TZVPD.

Positions of all 20 atoms, in Å:
C  1.50148  0.05349  -0.19659
C  1.41996  -0.73198  0.89437
C  -2.15998  1.12360  -1.47015
N  0.88922  -0.39433  2.12270
N  -3.24925  1.49378  -0.96058
N  0.99151  1.37816  -0.16554
N  1.99314  -2.18344  0.75459
O  -1.93955  0.19891  -2.26172
H  1.93863  -0.44021  -1.10669
H  1.43108  -0.38228  3.01232
H  -0.06248  -0.62365  2.14539
H  2.25516  -2.59504  -0.22206
H  -4.03704  0.83367  -0.94829
H  0.53994  1.64443  0.73418
H  -1.22190  1.63509  -1.07881
H  1.53924  2.14320  -0.60053
H  -3.32764  2.24920  -0.31590
H  1.33018  -2.98626  0.97081
H  2.87467  -2.17258  1.33016
H  -2.70636  -0.24376  -2.63766

**Multiplicity**: 1
**LUMO energy**: -6.64 eV
**Charge**: +2
**Calculated total energy**: -11296.156 eV
**Strongest force on any atom**: 5.195 eV/Å
**HOMO-LUMO gap**: 9.52 eV